(1)
The following is a DFT calculation (ωB97M-V/def2-TZVPD) of the molecule C4H7N3O.

Cartesian coordinates (Å):
H  0.9899  -1.4565  1.9364
N  1.8046  -1.1166  1.5450
C  1.3759  -0.7568  0.4218
C  2.2390  -0.2638  -0.5870
N  1.6235  0.2018  -1.6231
O  0.3376  0.1688  -1.4625
N  0.0663  -0.3716  -0.1310
C  -0.9225  0.4216  0.5091
C  -2.1345  0.5530  -0.3919
H  3.3212  -0.4254  -0.5508
H  -0.4319  1.4197  0.6808
H  -1.2058  -0.1019  1.4352
H  -2.3156  -0.4901  -0.5736
H  -1.8300  1.0717  -1.3079
H  -2.9177  1.1461  0.0993

The SMILES is [H]/N=c1/cnon1CC. The calculation puts the total energy at -10775.1390 eV. The value obtained for the energy relative to the best compared isomer or geometry (same formula, charge and spin) is 106.27 kcal/mol. For the LUMO energy, the calculation gives 0.6 eV. As for the orbital gap: 0.355 Eh.

(2)
The following is a DFT calculation (ωB97M-V/def2-TZVPD) of the molecule C4H7N3O.

Cartesian coordinates (Å):
H  -2.8423  -0.8565  1.2799
N  -3.0500  -0.0071  0.7345
C  -1.9992  0.5739  0.3498
N  -0.6879  0.1919  0.5753
C  -0.0032  -0.6452  -0.1376
N  -0.3919  -1.2179  -1.2928
C  1.2663  0.2430  0.0798
C  2.0967  0.1927  1.1266
O  1.5371  0.9087  -1.0848
H  -2.1066  1.4983  -0.2216
H  -1.3449  -1.1044  -1.6085
H  0.3117  -1.5235  -1.9440
H  1.7891  -0.2489  2.0566
H  3.1171  0.5240  1.0292
H  2.3081  1.4709  -0.9424

The SMILES is [H]/N=C\N=C(/N)C(=C)O. The calculation puts the total energy at -10776.1227 eV. The value obtained for the energy relative to the best compared isomer or geometry (same formula, charge and spin) is 83.59 kcal/mol. For the LUMO energy, the calculation gives 0.6 eV. As for the orbital gap: 0.317 Eh.

(3)
The following is a DFT calculation (ωB97M-V/def2-TZVPD) of the molecule C4H7N3O.

Cartesian coordinates (Å):
N  -1.8315  -0.8358  1.4904
C  -0.4971  -0.5420  0.9428
C  0.7698  -0.5258  1.4516
C  1.6496  -0.0989  0.4226
C  0.8387  0.3287  -0.6699
N  1.3796  0.8228  -1.8933
N  -0.3959  -0.1104  -0.4188
O  -1.4737  0.6535  -0.9399
H  -1.7800  -1.2396  2.4053
H  -2.4742  0.0465  1.6124
H  0.9300  -0.9798  2.3530
H  2.7241  -0.2693  0.3281
H  2.3990  1.1042  -1.8005
H  0.8395  1.6139  -2.4345
H  -1.4804  0.3882  -2.0745

The SMILES is Nc1ccc(N)n1O. The calculation puts the total energy at -10775.5507 eV. The value obtained for the energy relative to the best compared isomer or geometry (same formula, charge and spin) is 96.78 kcal/mol. For the LUMO energy, the calculation gives 0.4 eV. As for the orbital gap: 0.272 Eh.

(4)
The following is a DFT calculation (ωB97M-V/def2-TZVPD) of the molecule C4H7N3O.

Cartesian coordinates (Å):
C  1.9647  -0.0234  -0.0348
C  0.6093  -0.5933  0.0134
N  0.3692  -1.7948  -0.0387
N  -1.0217  -1.8436  -0.0698
C  -1.5528  -0.4986  -0.0592
O  -2.7876  -0.1419  -0.0220
N  -0.4490  0.2328  -0.0088
C  -0.5590  1.6368  -0.0264
H  2.0145  0.4093  -1.0989
H  2.5845  -0.6555  -0.0643
H  2.2327  0.0331  1.1481
H  -1.5505  -2.7782  0.1677
H  0.1032  2.0859  -1.0298
H  -0.2546  1.8962  1.0030
H  -1.7028  2.0352  0.1205

The SMILES is Cc1n[nH]c(=O)n1C. The calculation puts the total energy at -10775.1657 eV. The value obtained for the energy relative to the best compared isomer or geometry (same formula, charge and spin) is 105.65 kcal/mol. For the LUMO energy, the calculation gives 0.6 eV. As for the orbital gap: 0.344 Eh.

(5)
The following is a DFT calculation (ωB97M-V/def2-TZVPD) of a cluster of 2 separate species, C4H7N3O2 in total.

Cartesian coordinates (Å):
C  2.0908  -0.2945  -0.1131
C  -1.6668  0.3456  -0.0482
C  1.2503  0.7566  -0.4543
C  -0.5375  -0.4498  0.4185
N  2.6271  -1.2872  0.1283
N  1.2567  2.0018  0.1087
N  -0.4781  -1.8224  0.1799
O  -2.7012  -0.3613  -0.5597
O  -1.6913  1.5546  0.0034
H  0.8903  0.7352  -1.4787
H  -0.1817  -0.1662  1.4016
H  0.4162  2.5312  -0.0867
H  1.5710  2.0609  1.0660
H  -0.6010  -2.0800  -0.7946
H  -2.6234  -1.2926  -0.3126
H  0.3786  -2.2321  0.5413

The calculation puts the total energy at -12824.9735 eV. The value obtained for the energy relative to the best compared isomer or geometry (same formula, charge and spin) is 58.95 kcal/mol. For the LUMO energy (alpha / beta), the calculation gives -0.2 / -0.2 eV. As for the orbital gap (alpha / beta): 0.275 / 0.275 Eh.

(6)
The following is a DFT calculation (ωB97M-V/def2-TZVPD) of the molecule C4H7N3O2.

Cartesian coordinates (Å):
C  -0.8416  -0.7173  -0.6715
C  0.3418  0.6713  0.8659
C  1.1440  0.1361  -1.5499
C  -1.9723  0.1041  1.1640
N  -0.0100  -0.5290  -1.6647
N  -0.6742  -0.1123  0.5243
N  2.2776  -0.4225  -0.9038
O  3.2902  0.2484  -0.8927
O  2.1485  -1.5088  -0.3885
H  -1.6603  -1.3614  -0.8040
H  1.2326  0.2170  1.2570
H  0.0525  1.6324  1.0645
H  1.4424  1.0269  -2.1506
H  -2.4893  0.8709  0.6567
H  -2.4998  -0.7526  1.2732
H  -1.7821  0.4968  2.2201

The calculation puts the total energy at -12820.3547 eV. The value obtained for the energy relative to the best compared isomer or geometry (same formula, charge and spin) is 165.47 kcal/mol. For the LUMO energy (alpha / beta), the calculation gives -0.5 / -0.7 eV. As for the orbital gap (alpha / beta): 0.281 / 0.286 Eh.

(7)
The following is a DFT calculation (ωB97M-V/def2-TZVPD) of a cluster of 3 separate species, C4H7N3O2 in total.

Cartesian coordinates (Å):
C  -0.5088  -0.4425  1.0260
C  -0.6945  -1.5021  -0.8670
C  0.2893  -0.7235  -1.6439
C  0.6025  0.6917  -1.1383
H  -0.7162  1.5935  2.3610
H  2.0706  1.7757  1.2562
H  -2.0721  -0.7416  2.5224
H  -1.7933  -1.1597  -1.2261
H  -0.6974  -2.5325  -1.1133
H  -0.3366  -0.6513  -2.7776
H  1.3124  -1.2541  -1.7281
N  0.3275  1.6697  0.9085
N  0.6019  0.4402  0.3602
N  -1.1328  -0.0644  2.1435
O  -0.4523  -1.6947  0.5398
O  1.1431  1.7585  -1.4700

The calculation puts the total energy at -12815.2424 eV. The value obtained for the energy relative to the best compared isomer or geometry (same formula, charge and spin) is 283.36 kcal/mol. For the LUMO energy, the calculation gives 0.0 eV. As for the orbital gap: 0.286 Eh.

(8)
The following is a DFT calculation (ωB97M-V/def2-TZVPD) of a cluster of 2 separate species, C4H7N3O2 in total.

Cartesian coordinates (Å):
N  -1.1148  -4.4099  -0.0254
C  -0.6896  -3.5746  -0.7103
C  -0.0077  -2.4176  -1.2692
C  0.1916  -2.2622  -2.7450
N  1.2921  -2.6200  -1.8896
C  1.9525  -3.8549  -2.0862
N  2.3374  -4.4785  -0.9609
O  2.2198  -4.2481  -3.2099
H  -0.1309  -1.5104  -0.6732
H  0.2193  -1.2532  -3.1585
H  -0.2362  -3.0406  -3.3807
H  2.8177  -5.3642  -1.0225
H  2.3251  -4.0105  -0.0661
O  3.0857  -0.8309  -0.1962
H  2.6362  -1.5076  -0.7266
H  2.8464  0.0538  -0.5696

The SMILES is N#C[C@@H]1CN1C(N)=O.O. The calculation puts the total energy at -12825.8459 eV. The value obtained for the energy relative to the best compared isomer or geometry (same formula, charge and spin) is 38.83 kcal/mol. For the LUMO energy, the calculation gives 0.4 eV. As for the orbital gap: 0.405 Eh.

Which value of energy relative to the best compared isomer or geometry (same formula, charge and spin) does entry 2 give?
83.59 kcal/mol